Below is a molecular structure, C46H58As3CuN4O4P2S at a distorted geometry, with properties calculated with ωB97M-V/def2-TZVPD.

Values from the calculation:
Net charge = +1
Strongest force on any atom = 0.0612 Eh/bohr
Relative energy (zero: lowest compared OMol25 entry of this formula, charge and spin) = 1.348 eV
Electronic energy = -11736.17487 hartree
Spin multiplicity = 2
LUMO (spin up / spin down) = -1.68 / -3.92 eV
Frontier orbital gap (spin up / spin down) = 8.3 / 6.0 eV

Structure (XYZ):
```
119
Properties=species:S:1:pos:R:3:forces:R:3:mulliken_charge:R:1
Cu 0.425529 -1.364641 -0.300227 -0.2 -0.1 0.1 0.469
O 1.324459 2.545413 -0.391377 0.9 -0.9 -0.1 0.023
P 0.608739 3.823682 -0.421708 -0.6 0.4 0.2 0.391
C -0.519389 3.815032 -1.866720 0.4 0.3 -0.2 -1.463
P -1.484416 2.266195 -2.011643 0.4 0.8 0.2 0.685
O -1.371481 1.306441 -0.882410 -0.2 -0.4 0.0 0.014
C -0.886657 1.547507 -3.554434 0.1 -0.7 -1.2 -0.197
C -0.431209 0.219221 -3.549744 -0.8 0.1 1.2 0.753
C -0.027172 -0.404455 -4.714355 0.5 -0.1 0.0 -0.467
C 0.056974 0.345429 -5.909757 0.6 -2.7 0.3 -0.552
C -0.314979 1.653421 -5.915433 -0.4 0.2 -0.9 -1.002
C -0.835075 2.220368 -4.787101 0.1 1.2 1.9 -0.489
C -3.130974 2.999160 -2.134700 -1.0 -0.5 -0.3 0.362
C -3.540895 3.895904 -3.157736 2.8 -1.4 0.2 -0.268
C -4.773175 4.426894 -3.158807 -1.8 1.5 -0.7 -0.565
C -5.688779 4.128814 -2.150723 0.2 -0.2 1.0 -0.621
C -5.281644 3.309002 -1.095944 -0.2 -0.9 -0.3 -0.814
C -4.024893 2.660524 -1.114249 -0.2 1.7 -0.9 -0.278
C 1.722865 5.219551 -0.785366 -0.3 -0.1 0.4 0.457
C 2.724240 4.894178 -1.679196 0.2 0.7 0.0 -0.777
C 3.479704 5.915924 -2.222776 1.4 -1.2 -1.3 -0.319
C 3.374098 7.225812 -1.851919 -0.4 -0.5 0.8 -0.783
C 2.460660 7.518084 -0.869327 -0.8 0.4 0.5 -0.509
C 1.629585 6.539365 -0.352586 -0.7 -0.5 -0.2 -0.415
C -0.356794 4.016611 1.085758 -1.8 1.9 0.2 0.424
C -1.358635 5.051674 1.249744 1.6 -1.3 -0.1 -0.419
C -2.057833 5.161504 2.426385 -0.2 0.4 -0.3 -0.932
C -1.913750 4.230811 3.419736 0.2 -0.6 1.4 -0.468
C -0.976639 3.227690 3.294816 0.4 -0.9 -0.2 -0.611
C -0.204256 3.129993 2.140047 0.0 0.2 -0.2 0.015
H 0.137006 3.916176 -2.750574 -0.1 -0.1 0.4 0.628
H -1.219794 4.653056 -1.899668 0.1 0.0 0.2 0.847
H -0.483406 -0.314951 -2.573600 0.2 0.3 -0.9 0.091
H 0.271556 -1.465642 -4.602544 -0.1 0.8 -0.6 0.282
H 0.416988 -0.180405 -6.814947 -0.3 0.6 0.6 0.378
H -0.277267 2.183936 -6.851798 0.1 0.3 0.0 0.425
H -1.059367 3.283189 -4.755958 -0.2 -0.1 -0.4 0.271
H -2.790646 4.116110 -3.943173 -0.8 0.1 0.4 0.142
H -5.051800 5.153123 -3.943374 0.1 -0.6 0.4 0.380
H -6.690744 4.569876 -2.142340 0.5 -0.2 -0.1 0.386
H -5.979098 3.038078 -0.301135 0.1 0.3 -0.2 0.406
H -3.673377 2.032799 -0.324695 -0.1 -0.4 0.4 0.412
H 2.961474 3.874549 -1.881727 -0.1 -0.6 -0.4 0.240
H 4.224951 5.650361 -2.983474 -0.2 0.1 0.4 0.343
H 4.058458 7.943815 -2.208106 0.4 0.8 -0.6 0.446
H 2.308628 8.521126 -0.523654 0.2 0.4 0.2 0.411
H 0.847836 6.771915 0.353500 0.0 0.3 0.2 0.436
H -1.529051 5.766638 0.480948 -0.1 0.5 -0.6 0.518
H -2.720190 5.981707 2.625967 -0.3 0.3 -0.3 0.438
H -2.507948 4.328388 4.332396 0.2 -0.1 -0.3 0.387
H -0.779342 2.419692 4.006019 -0.5 0.6 0.1 0.387
H 0.510808 2.337959 2.077902 0.4 -0.4 -0.1 0.226
N 5.675613 -1.475136 5.966652 0.1 -0.6 0.1 -0.534
C 4.412379 -1.332703 5.423062 -0.4 -0.4 -0.7 1.023
C 3.936328 -2.447417 4.683638 0.2 0.1 0.7 -0.716
C 2.716796 -2.398685 4.058253 0.3 0.2 0.1 -0.787
C 1.962922 -1.211095 4.146068 -0.8 -1.4 -1.4 -0.454
C 2.363059 -0.123266 4.853146 1.1 1.0 0.8 -0.107
C 3.618796 -0.168793 5.460483 0.7 -0.6 0.4 -0.894
S 0.582523 -1.101841 3.062628 -1.3 -1.6 0.4 1.203
O -0.209322 0.049790 3.438639 0.1 -0.4 0.0 -0.720
O -0.090062 -2.442835 3.031447 1.0 2.4 -0.2 -0.707
N 1.149635 -0.911842 1.558854 -0.4 -0.6 0.2 -0.207
C 2.097181 -0.104863 1.051610 0.0 0.3 -0.2 1.148
N 2.132495 -0.315836 -0.299235 0.1 0.7 0.5 0.615
C 2.960023 0.437368 -1.008274 1.1 -0.5 -0.4 -0.181
C 3.911289 1.263675 -0.436858 -0.6 0.3 0.9 -0.870
C 3.741934 1.407838 0.961292 2.0 0.9 0.1 -0.352
N 2.867461 0.769275 1.705281 -0.7 -0.8 -0.1 -0.205
H 5.992354 -2.431464 6.155250 -0.3 0.7 -0.3 0.226
H 6.026582 -0.828929 6.640647 -0.1 0.4 0.2 0.228
H 4.569873 -3.343311 4.697433 -0.4 0.3 -0.3 0.231
H 2.366786 -3.275013 3.513204 -0.1 0.4 0.1 0.464
H 1.769484 0.791645 4.953395 0.1 -0.5 -0.4 0.459
H 4.042632 0.682081 5.972335 -0.3 0.2 0.1 0.329
H 2.966697 0.244940 -2.066566 -0.2 0.1 -0.4 0.434
H 4.639732 1.843320 -1.024430 -0.5 -0.5 0.5 0.461
H 4.430378 2.044981 1.587941 -0.7 -0.4 -1.1 0.414
C -2.898894 -1.458397 -1.653083 -0.2 -0.6 -0.5 -1.066
As -1.897314 -1.935045 -0.089693 0.9 0.5 -0.3 0.039
C -2.737446 -0.823890 1.219359 -0.8 0.1 -0.3 -0.773
C -2.132621 -3.792522 0.428915 -0.7 0.0 -0.6 -0.935
C -1.460469 -4.879579 -0.453667 -1.1 -0.3 0.3 2.813
C -1.974968 -4.724937 -1.888321 -0.2 0.4 -0.4 -1.397
C 0.057966 -4.847724 -0.334320 -0.4 -0.4 -1.3 -1.436
As 1.105479 -3.494590 -1.243540 -0.1 0.3 -0.1 0.642
C 1.317404 -3.972292 -3.122647 -1.2 0.3 -0.3 -1.217
C 2.873275 -3.934162 -0.580744 -0.3 0.7 0.3 -1.257
C -1.908548 -6.302349 0.014055 -0.4 1.0 0.6 -2.288
As -1.844838 -7.007238 1.856693 1.0 -0.2 0.2 0.332
C 0.055607 -6.892606 2.421842 -0.7 -1.2 0.3 -0.941
C -2.497097 -5.513980 2.914811 -0.9 0.9 -0.7 -0.908
H -3.780001 -2.076254 -1.821476 0.1 -0.2 0.0 0.558
H -2.249016 -1.476339 -2.526365 -0.2 0.0 0.0 0.258
H -3.229522 -0.455444 -1.478595 -0.1 0.7 0.0 0.225
H -3.784473 -1.159823 1.325844 0.3 0.4 -0.1 0.582
H -2.639929 0.240793 0.900734 0.0 -0.9 0.3 -0.040
H -2.239944 -1.023157 2.140675 0.4 0.2 0.8 0.353
H -3.214024 -3.969629 0.551935 0.3 0.0 -0.3 0.990
H -1.746480 -3.755879 1.421521 0.5 -0.2 0.6 -0.641
H -1.639473 -3.753491 -2.281655 -0.1 -0.2 -0.2 -0.076
H -3.092906 -4.751819 -1.985599 1.0 0.0 0.4 0.330
H -1.585141 -5.502109 -2.550086 0.1 0.0 0.1 0.432
H 0.394955 -5.823502 -0.700721 0.4 0.1 0.2 0.788
H 0.303111 -4.710638 0.693176 0.4 -0.1 0.8 -0.342
H 1.274253 -5.059840 -3.252036 0.0 0.3 0.0 0.430
H 2.300759 -3.594536 -3.402721 -0.2 0.0 -0.2 0.506
H 0.484685 -3.483745 -3.719655 1.2 -0.7 0.6 0.214
H 2.997911 -5.007052 -0.608436 0.2 -0.2 0.0 0.473
H 2.971012 -3.537449 0.438119 0.0 -0.2 -0.2 0.203
H 3.570238 -3.408875 -1.229727 0.2 -0.2 0.1 0.479
H -1.543890 -7.069962 -0.651963 0.4 -0.2 -0.2 0.578
H -2.981952 -6.353889 -0.082278 -0.6 0.1 -0.4 0.636
H 0.602385 -7.765033 2.057528 -0.1 0.0 0.0 0.365
H 0.010871 -6.974484 3.509503 0.1 0.0 0.0 0.407
H 0.589304 -6.017715 2.158905 0.4 1.0 -0.2 0.101
H -3.450618 -5.166870 2.469691 0.3 -0.3 0.3 0.260
H -1.906808 -4.609704 3.044164 0.5 -0.3 0.0 0.147
H -2.710314 -5.882744 3.889775 -0.3 -0.4 0.8 0.552
```
Forces are in eV/Å.


Below is a molecular structure, C46H59AsCl3GeNO2RbSSe at a distorted geometry, with properties calculated with ωB97M-V/def2-TZVPD.

Values from the calculation:
Net charge = -2
Strongest force on any atom = 0.0204 Eh/bohr
Relative energy (zero: lowest compared OMol25 entry of this formula, charge and spin) = 0.504 eV
Electronic energy = -10510.61977 hartree
Spin multiplicity = 2
LUMO (spin up / spin down) = 3.37 / 1.97 eV
Frontier orbital gap (spin up / spin down) = 4.9 / 3.5 eV

Structure (XYZ):
```
116
Properties=species:S:1:pos:R:3:forces:R:3:nbo_charge:R:1
Rb -0.997709 -1.372487 -2.779205 0.1 -0.7 0.5 0.840
C 4.695238 -2.730334 3.773030 -0.1 0.0 -0.1 -0.595
C 3.898423 -1.440477 3.519258 0.0 0.0 0.2 -0.095
C 4.847611 -0.233002 3.579052 0.0 0.0 -0.1 -0.595
C 2.856379 -1.296356 4.632329 0.1 0.0 -0.1 -0.599
C 3.252857 -1.496377 2.145666 -0.2 0.0 -0.1 0.035
C 1.884956 -1.331365 1.948910 0.2 -0.1 -0.1 -0.205
C 1.352813 -1.428433 0.684103 -0.5 0.1 0.1 -0.184
Se -0.523599 -1.179172 0.430664 -0.2 0.0 0.9 0.388
C -0.425513 0.712993 0.778136 0.1 -0.1 -0.3 -0.322
C -0.505485 1.246633 2.051716 0.0 0.0 0.0 -0.251
C -0.311041 2.605165 2.251953 0.0 0.0 0.2 -0.046
C 0.042072 3.367530 1.128285 -0.1 0.0 0.0 -0.168
C 0.119483 2.878866 -0.161325 0.0 0.0 -0.1 -0.133
C -0.225333 1.496215 -0.404772 -0.1 -0.3 0.2 0.371
O -0.349734 0.957952 -1.548609 0.3 0.7 -0.1 -0.809
C 0.622381 3.745924 -1.317531 0.0 0.0 0.0 -0.057
C -0.428040 3.879524 -2.430462 0.0 -0.1 0.1 -0.609
C 0.992040 5.158835 -0.858865 0.0 -0.1 0.0 -0.605
C 1.883486 3.082946 -1.897163 0.0 0.0 0.0 -0.610
C -0.457550 3.283350 3.611881 0.0 0.0 0.0 -0.086
C -0.810917 2.282260 4.713517 0.0 0.0 -0.1 -0.602
C -1.579002 4.332348 3.539403 0.0 0.0 0.0 -0.601
C 0.856361 3.976890 4.007792 -0.1 0.0 0.0 -0.596
C 2.154039 -1.680704 -0.498372 -0.1 0.0 0.1 0.414
O 1.593772 -1.784593 -1.603487 0.5 0.0 0.0 -0.527
C 3.591477 -1.791253 -0.280385 0.4 -0.1 -0.1 -0.040
C 4.056958 -1.711923 1.008089 0.1 0.0 -0.1 -0.186
C 4.633797 -1.964964 -1.395983 0.0 0.0 -0.2 -0.084
C 4.063914 -2.024557 -2.819258 -0.1 0.0 0.1 -0.593
C 5.600594 -0.767622 -1.342908 -0.1 0.0 0.1 -0.593
C 5.421769 -3.264121 -1.158233 -0.1 0.0 0.1 -0.593
H 5.154747 -2.697790 4.763579 0.0 0.0 0.0 0.199
H 4.036664 -3.599475 3.722736 0.0 0.0 0.0 0.215
H 5.487734 -2.864295 3.035719 0.0 0.0 0.0 0.205
H 5.328531 -0.175179 4.558480 0.0 0.0 0.0 0.198
H 5.625207 -0.309107 2.816915 0.0 0.0 0.0 0.205
H 4.294432 0.692048 3.406492 0.0 0.0 0.0 0.220
H 3.356294 -1.295998 5.602852 0.0 0.0 0.0 0.201
H 2.301928 -0.361080 4.536541 0.0 0.0 0.0 0.216
H 2.147279 -2.125705 4.611164 0.0 0.0 0.0 0.215
H 1.207777 -1.139344 2.768411 0.0 0.0 0.0 0.219
H -0.728716 0.575072 2.871856 0.0 0.0 0.0 0.207
H 0.256353 4.418390 1.288403 0.0 0.0 0.0 0.182
H -1.344478 4.339290 -2.049233 0.0 0.0 0.0 0.197
H -0.037390 4.504056 -3.240078 0.0 0.0 0.0 0.188
H -0.665360 2.900219 -2.833071 -0.1 0.0 0.0 0.250
H 0.137812 5.666081 -0.402688 0.0 0.0 0.0 0.199
H 1.815623 5.142952 -0.139608 0.0 0.0 0.0 0.199
H 1.306820 5.747416 -1.723700 0.0 0.0 0.0 0.200
H 1.647880 2.080349 -2.253846 0.0 0.0 0.0 0.246
H 2.273103 3.666680 -2.737329 0.0 0.0 0.0 0.189
H 2.659572 3.007079 -1.130275 0.0 0.0 0.0 0.194
H -1.766907 1.797313 4.507426 0.0 0.0 0.0 0.215
H -0.041116 1.512596 4.805367 0.0 0.0 0.0 0.203
H -0.887861 2.800837 5.672715 0.0 0.0 0.0 0.194
H -2.516554 3.864043 3.233523 0.0 0.0 0.0 0.224
H -1.725263 4.814831 4.512104 0.0 0.0 0.0 0.186
H -1.339850 5.105214 2.806849 0.0 0.0 0.0 0.203
H 1.674903 3.254210 4.031309 0.0 0.0 0.0 0.206
H 1.119456 4.760999 3.296435 0.0 0.0 0.0 0.204
H 0.763125 4.432382 4.999230 0.0 0.0 0.0 0.187
H 5.125590 -1.805028 1.163324 0.0 0.0 0.0 0.189
H 3.485372 -1.133890 -3.053555 0.0 0.0 -0.1 0.232
H 4.893602 -2.097361 -3.527371 0.0 0.0 0.0 0.190
H 3.415640 -2.887495 -2.956051 0.0 0.0 -0.1 0.225
H 5.048521 0.164400 -1.478123 0.0 0.0 0.0 0.221
H 6.127847 -0.714458 -0.388338 0.0 0.0 0.0 0.193
H 6.343119 -0.850179 -2.139787 0.0 0.0 0.0 0.201
H 4.744881 -4.120725 -1.148322 0.0 0.0 0.0 0.216
H 6.151018 -3.407362 -1.958687 0.0 0.0 0.0 0.202
H 5.959721 -3.246446 -0.208047 0.0 0.0 0.0 0.193
S -4.217172 -6.220759 -1.856840 0.2 0.2 0.0 0.186
C -5.377715 -4.960959 -1.878423 -0.2 -0.1 0.0 -0.429
C -4.811538 -3.720040 -1.954627 -0.1 -0.5 0.0 -0.314
C -3.384896 -3.710767 -1.993034 0.6 0.8 0.0 -0.294
C -2.895298 -4.970460 -1.955207 -0.7 -0.5 0.1 -0.359
C -1.517199 -5.422069 -1.965956 0.1 0.1 0.0 0.307
C -1.163973 -6.783770 -1.938080 0.1 0.0 0.0 -0.289
C 0.167091 -7.144419 -1.926874 -0.1 0.0 0.0 -0.181
C 1.139926 -6.153291 -1.947792 0.1 0.0 0.0 -0.324
C 0.709621 -4.834733 -1.989448 -0.1 -0.2 0.0 0.038
N -0.566748 -4.469481 -1.999561 0.2 0.0 0.0 -0.466
H -6.429617 -5.220401 -1.840114 0.0 0.0 0.0 0.201
H -5.416497 -2.819294 -1.993021 -0.1 0.0 0.0 0.184
H -1.939209 -7.538249 -1.929665 0.0 0.0 0.0 0.210
H 0.448618 -8.191604 -1.908796 0.0 0.0 0.0 0.193
H 2.195429 -6.396303 -1.941048 0.0 0.0 0.0 0.197
H 1.425796 -4.020273 -2.020213 0.0 0.0 0.0 0.192
C -6.042006 0.251211 -2.121445 0.1 0.0 0.0 -0.968
As -4.096117 -0.120086 -2.016978 -0.5 0.2 0.1 0.966
C -3.550963 1.564675 -2.844179 0.1 0.2 0.1 -0.994
C -3.871358 0.376048 -0.087190 0.0 0.0 -0.2 -0.768
C -4.418461 1.694344 0.329404 0.0 0.1 0.1 0.097
C -3.641914 2.850376 0.216466 0.0 -0.1 0.1 -0.251
C -4.142979 4.087989 0.583894 0.0 0.1 0.0 -0.205
C -5.435848 4.205595 1.077664 0.0 0.0 0.0 -0.254
C -6.214956 3.064621 1.209196 0.0 0.0 0.0 -0.225
C -5.710755 1.825464 0.841076 0.0 0.0 0.0 -0.249
H -6.251453 1.281745 -1.829570 0.0 0.0 0.0 0.209
H -6.600490 -0.426350 -1.474108 0.0 0.0 0.0 0.214
H -6.371420 0.096110 -3.149313 0.0 0.0 0.0 0.223
H -4.092955 2.417141 -2.431756 0.0 0.0 0.0 0.207
H -3.712172 1.503436 -3.919991 0.0 -0.1 0.0 0.236
H -2.483261 1.689162 -2.664064 0.0 0.1 0.0 0.254
H -2.795775 0.353586 0.074567 0.0 0.0 0.0 0.239
H -4.318776 -0.440891 0.480781 0.0 0.0 0.0 0.230
H -2.622959 2.764704 -0.140293 0.1 0.0 0.0 0.234
H -3.515331 4.967721 0.491897 0.0 0.0 0.0 0.204
H -5.831556 5.173554 1.361785 0.0 0.0 0.0 0.196
H -7.221129 3.137906 1.606755 0.0 0.0 0.0 0.196
H -6.324013 0.938477 0.958351 0.0 0.0 0.0 0.203
Cl -1.272059 -3.405553 -7.502602 0.1 0.1 0.1 -0.584
Ge -0.363594 -1.916139 -6.008010 0.1 -0.2 -0.7 0.835
Cl -2.325214 -0.930948 -5.349356 -0.5 0.2 -0.8 -0.590
Cl 0.217308 -0.352221 -7.604796 0.0 0.0 0.1 -0.599
```
Forces are in eV/Å.